Entry 1:
Molecular formula: C5H4N2O
Method: DFT, ωB97M-V/def2-TZVPD

Structure (XYZ):
```
12
Properties=species:S:1:pos:R:3:forces:R:3
H -0.00210 2.97453 0.67552 -0.0625 -0.6622 -0.6631
N 0.14658 2.38860 -0.17324 -0.5113 -1.3261 0.4358
C -0.06198 1.15220 0.08830 1.5216 1.4225 1.4833
N -0.37197 0.70332 1.49371 -0.2201 -0.0645 -1.0321
C -0.43374 -0.57973 1.53328 -0.0064 1.7599 -1.2899
C -0.15170 -1.12484 0.12749 -0.7420 -4.3366 0.6843
O -0.27361 -2.27113 -0.27754 -0.0197 0.5574 1.0198
C 0.24599 -0.07126 -0.71324 0.0703 3.0733 -1.3028
C 0.79556 -0.19593 -1.93133 0.5286 0.8711 0.2526
H -0.75135 -1.04172 2.46173 0.2779 -0.5538 -0.2789
H 1.14891 0.72607 -2.49468 -0.6661 -1.4374 0.6936
H 1.00636 -1.21587 -2.29257 -0.1702 0.6964 -0.0025
```
Forces are in eV/Å.

The charge is 0. The calculation puts the energy above the lowest of the compared OMol25 structures with the same formula, charge and spin at 128.8 kJ/mol. As for the multiplicity: 1. Its SMILES is [H]/N=C1\N=CC(=O)C1=C. The value obtained for the molar mass is 108.10 g mol⁻¹. Its total energy is -10275.4271 eV. The HOMO energy comes out at -9.97 eV. The orbital gap comes out at 9.09 eV. The LUMO energy comes out at -0.88 eV.

---

Entry 2:
Molecular formula: C5H4N2O
Method: DFT, ωB97M-V/def2-TZVPD

Structure (XYZ):
```
12
Properties=species:S:1:pos:R:3:forces:R:3
C -1.68516 -0.48576 1.00352 -5.1216 -2.0870 1.4713
C -0.60246 -0.27950 0.29658 -1.6610 -0.8919 1.1104
C 0.41505 -1.05009 0.81835 3.2812 -3.0685 0.7481
N 1.08950 -1.86651 1.29412 -0.5226 1.2596 -0.5355
C -0.44550 0.57965 -0.87289 2.2081 -2.3314 -1.0511
O -0.03583 -0.37778 -1.92580 -0.4745 3.1484 -4.0553
C 0.59175 1.43562 -0.32785 4.8523 6.3718 3.4967
N 1.29947 2.17546 0.34800 -4.2908 -4.7316 -4.4188
H -1.94128 -1.45027 1.73224 1.5913 2.9646 -1.6299
H -2.67437 0.01881 0.79382 1.3315 -0.2341 -0.0239
H -1.36279 1.00527 -1.09894 -1.4627 1.4002 -0.4967
H -0.09976 0.08637 -3.02183 0.2687 -1.8002 5.3849
```
Forces are in eV/Å.

The charge is 0. The calculation puts the energy above the lowest of the compared OMol25 structures with the same formula, charge and spin at 365.5 kJ/mol. As for the multiplicity: 1. Its SMILES is C=C(C#N)[C@H](O)C#N. The value obtained for the molar mass is 108.10 g mol⁻¹. Its total energy is -10272.9744 eV. The HOMO energy comes out at -10.61 eV. The orbital gap comes out at 10.08 eV. The LUMO energy comes out at -0.53 eV.

---

Entry 3:
Molecular formula: C5H4N2O2
Method: DFT, ωB97M-V/def2-TZVPD

Structure (XYZ):
```
13
Properties=species:S:1:pos:R:3:forces:R:3
O -2.90961 0.83761 -0.54791 0.7833 -1.2161 0.4059
N -2.33141 -0.13618 -0.06681 -3.1602 -1.5530 1.9097
O -2.89218 -1.09963 0.54759 1.2447 2.5590 -1.9349
C -0.91035 -0.16152 -0.03806 4.5973 2.6099 -0.2534
C -0.14315 1.09698 0.14497 -5.7430 -0.3763 0.9657
C 1.21590 1.02330 0.18105 -0.2981 2.2978 0.7628
C 1.76625 -0.17989 -0.00660 5.6064 -2.7240 -1.0543
C 1.02906 -1.31212 -0.20771 0.7335 -0.5948 -0.7796
N -0.27653 -1.28641 -0.23187 -2.2030 -0.8599 0.0228
H -0.91827 1.96298 0.42652 2.5693 -1.4521 -0.8920
H 1.85680 1.87038 0.41869 -0.3643 0.0400 -0.2356
H 2.98755 -0.36116 -0.13034 -3.4018 0.8594 0.6447
H 1.52592 -2.25434 -0.48953 -0.3641 0.4101 0.4381
```
Forces are in eV/Å.

The charge is 0. The calculation puts the energy above the lowest of the compared OMol25 structures with the same formula, charge and spin at 421.0 kJ/mol. As for the multiplicity: 1. Its SMILES is O=[N+]([O-])c1ccccn1. The value obtained for the molar mass is 124.10 g mol⁻¹. Its total energy is -12320.7144 eV. The HOMO energy comes out at -10.25 eV. The orbital gap comes out at 9.33 eV. The LUMO energy comes out at -0.92 eV.

---

Entry 4:
Molecular formula: C5H4N2O2
Method: DFT, ωB97M-V/def2-TZVPD

Structure (XYZ):
```
13
Properties=species:S:1:pos:R:3:forces:R:3
C 1.16310 2.03464 0.11309 0.6034 2.6717 -1.5386
C 1.03684 -0.35568 0.70064 -1.5971 0.6970 -0.3953
C 0.21735 -1.61599 -2.42501 -1.1696 1.0852 -0.0052
C -0.34949 -0.72069 1.18736 0.7457 -3.5327 2.7572
C -0.84261 0.63721 0.67790 -2.8150 -0.6826 -0.5693
N 1.63292 3.01421 -0.33142 -0.6162 -1.6608 1.0071
N 0.53761 0.94895 0.49457 2.2434 1.0268 -0.3158
O -0.65369 -0.88587 -2.25956 -1.1488 0.9196 0.4108
O 1.06675 -2.33074 -2.64049 2.3381 -1.9950 -0.3884
H -0.73405 -1.76145 0.97991 -0.0878 1.4704 -0.3032
H -0.19390 -0.71282 2.32800 -0.8927 0.1166 -1.2873
H -1.44907 0.57882 -0.34107 1.2522 0.2381 2.1823
H -1.43176 1.16941 1.51608 1.1442 -0.3544 -1.5544
```
Forces are in eV/Å.

The charge is 0. The calculation puts the energy above the lowest of the compared OMol25 structures with the same formula, charge and spin at 29.7 kJ/mol. As for the expectation value of S²: 2.01. As for the multiplicity: 3. The value obtained for the molar mass is 124.10 g mol⁻¹. Its total energy is -12319.2037 eV. The HOMO energy (spin up / spin down) comes out at -7.41 / -10.25 eV. The orbital gap (spin up / spin down) comes out at 7.87 / 8.32 eV. The LUMO energy (spin up / spin down) comes out at 0.46 / -1.93 eV.

---

Entry 5:
Molecular formula: C5H4N2O2S
Method: DFT, ωB97M-V/def2-TZVPD

Structure (XYZ):
```
14
Properties=species:S:1:pos:R:3:forces:R:3
C 0.14150 -0.56628 -0.05755 -2.6082 -0.4531 -0.2614
C 0.88966 0.54553 -0.14120 1.1326 1.1422 0.8209
C -1.27934 -0.53888 0.08247 1.8909 -3.1079 0.0057
C 0.23855 1.75973 0.02011 -0.1139 -2.7608 -0.0027
C -1.63062 0.70868 0.19758 -4.8611 0.4913 0.0367
N -1.05308 1.78201 0.21310 -0.6165 2.0446 -0.1510
N -4.82162 -0.62494 0.01450 -0.7087 0.2981 -0.3416
O -3.99474 -1.34497 0.51984 -0.1448 -2.3832 0.4640
O -5.94486 -0.88260 -0.38667 0.4112 -0.8316 0.3987
S -4.32383 0.94207 -0.12652 2.4282 2.7216 -0.1593
H 0.55762 -1.48959 -0.24180 1.0269 -2.0204 -0.0284
H 1.97133 0.43394 -0.13541 -0.1900 0.4039 -0.4829
H -1.86653 -1.45499 0.14773 0.0041 0.6453 -0.1717
H 0.64921 2.65490 -0.04717 2.3495 3.8102 -0.1270
```
Forces are in eV/Å.

The charge is 0. The calculation puts the energy above the lowest of the compared OMol25 structures with the same formula, charge and spin at 583.7 kJ/mol. As for the multiplicity: 1. The value obtained for the molar mass is 156.17 g mol⁻¹. Its total energy is -23153.6058 eV. The HOMO energy (spin up / spin down) comes out at -8.83 / -8.83 eV. The orbital gap (spin up / spin down) comes out at 7.75 / 7.76 eV. The LUMO energy (spin up / spin down) comes out at -1.08 / -1.07 eV.

---

Entry 6:
Molecular formula: C5H4N2O3
Method: DFT, ωB97M-V/def2-TZVPD

Structure (XYZ):
```
14
Properties=species:S:1:pos:R:3:forces:R:3
N 2.11920 2.69280 0.86277 -1.4529 -0.3772 0.7078
C 1.05983 2.26195 1.06984 0.5221 0.8328 -0.7565
C -0.16295 1.52198 0.89457 -1.0196 0.1132 0.1898
C -0.94686 1.30930 -0.20532 1.1309 0.3393 -0.9174
C -1.13848 -0.10567 -0.17299 0.3877 -0.4957 0.9349
C -1.21941 -1.02219 -1.35714 0.9146 0.8365 -0.9069
O -0.47903 -1.96453 -1.49338 -0.8942 0.2237 0.4224
N -0.71599 -0.58956 0.97746 -1.6458 -0.4052 -0.2844
O -0.33532 0.46620 1.71977 2.1648 -0.2415 0.2095
H -1.11895 1.98869 -1.03422 0.2411 -0.2624 0.1549
H -1.72949 -0.56976 -2.23104 -0.4485 -0.4203 0.1881
O 1.83159 -2.21555 0.52001 0.0566 0.6751 -1.1309
H 1.85111 -1.88024 -0.41344 -0.1050 -0.5982 1.3211
H 0.98475 -1.89344 0.86311 0.1481 -0.2200 -0.1323
```
Forces are in eV/Å.

The charge is 0. The calculation puts the energy above the lowest of the compared OMol25 structures with the same formula, charge and spin at 313.2 kJ/mol. As for the multiplicity: 1. Its SMILES is N#Cc1cc(C=O)no1.O. The value obtained for the molar mass is 140.10 g mol⁻¹. Its total energy is -14368.3638 eV. The HOMO energy comes out at -10.80 eV. The orbital gap comes out at 9.47 eV. The LUMO energy comes out at -1.33 eV.

---

Entry 7:
Molecular formula: C5H4N2O3
Method: DFT, ωB97M-V/def2-TZVPD

Structure (XYZ):
```
14
Properties=species:S:1:pos:R:3:forces:R:3
C 0.61788 -1.35604 -0.99977 -1.2842 -0.1740 -3.2410
C 1.00610 -0.19687 -1.60428 1.3113 0.1679 0.6281
C 0.52066 -1.20643 0.34483 0.7158 1.0646 3.6318
C 1.28754 0.67618 -0.46880 0.8997 -3.2105 0.8172
C -2.48441 0.20469 2.10990 1.5468 0.9665 0.3031
N 0.98504 -0.03384 0.69416 0.4245 -0.0101 1.2536
N -0.34264 2.60426 -0.79042 -0.6967 1.8750 -0.6169
O -0.30541 1.65122 -0.20151 -1.2318 0.1172 0.0790
O -1.71451 0.92193 2.56296 0.7408 1.1052 0.9447
O -3.18274 -0.52094 1.59259 -2.2737 -2.0445 -1.2328
H 0.11672 -2.14075 -1.46623 -0.1346 -1.5009 -1.1729
H 1.31238 -0.12832 -2.63638 -0.3414 0.4536 -0.0497
H 0.19632 -1.92213 1.11547 0.0513 0.3423 -0.5885
H 1.98708 1.44702 -0.25251 0.2722 0.8477 -0.7557
```
Forces are in eV/Å.

The charge is 0. The calculation puts the energy above the lowest of the compared OMol25 structures with the same formula, charge and spin at 420.1 kJ/mol. As for the multiplicity: 1. The value obtained for the molar mass is 140.10 g mol⁻¹. Its total energy is -14367.2564 eV. The HOMO energy (spin up / spin down) comes out at -9.07 / -8.33 eV. The orbital gap (spin up / spin down) comes out at 8.01 / 7.98 eV. The LUMO energy (spin up / spin down) comes out at -1.06 / -0.35 eV.

---

Entry 8:
Molecular formula: C5H4N2O4P
Method: DFT, ωB97M-V/def2-TZVPD

Structure (XYZ):
```
16
Properties=species:S:1:pos:R:3:forces:R:3
C -0.39299 0.47020 0.32946 1.0181 0.4297 0.6616
C 0.06127 0.03206 1.60265 -0.9436 -1.0613 -3.4987
C -1.53288 1.18998 0.12639 -0.4226 -0.9335 3.1280
C -0.97525 -0.01184 2.51756 2.1929 0.9217 -0.2843
C -2.38477 1.27932 1.23016 1.4117 -1.5950 1.9003
N -2.11295 0.64789 2.36308 -1.4392 1.2021 -1.3550
N 2.29542 -0.69360 -1.81544 1.8948 -0.0387 1.2545
O 2.98946 -1.61858 -1.34798 -0.6587 -0.3980 -0.4856
O 0.09362 0.31087 -2.95672 0.0133 0.7351 -0.4307
O 2.68429 0.48281 -1.71877 0.6582 1.2857 -0.3909
O -0.02174 -2.03292 -1.79885 0.8096 1.3410 -0.0895
P 0.60241 -0.67686 -2.00083 -2.2414 -3.9690 -1.4982
H 0.07752 0.25519 -0.67290 0.4850 0.6994 1.8608
H 0.97995 -0.59408 1.57134 -0.7479 0.6463 0.7515
H -1.73634 1.44472 -0.82029 -1.1003 1.3009 -3.2148
H -0.62702 -0.48515 3.39114 -0.9298 -0.5666 1.6909
```
Forces are in eV/Å.

The charge is -1. The calculation puts the energy above the lowest of the compared OMol25 structures with the same formula, charge and spin at 480.8 kJ/mol. As for the multiplicity: 1. The value obtained for the molar mass is 187.07 g mol⁻¹. Its total energy is -25704.4139 eV. The HOMO energy (spin up / spin down) comes out at -6.16 / -3.41 eV. The orbital gap (spin up / spin down) comes out at 9.31 / 5.44 eV. The LUMO energy (spin up / spin down) comes out at 3.15 / 2.03 eV.

---

Entry 9:
Molecular formula: C5H4N2O4S
Method: DFT, ωB97M-V/def2-TZVPD

Structure (XYZ):
```
16
Properties=species:S:1:pos:R:3:forces:R:3
C 1.20066 0.63100 0.62463 0.4046 -1.1642 -2.2848
C -1.68574 0.99055 -0.00529 -0.7778 2.2778 -2.1480
C -0.87309 -0.26580 3.50439 0.6685 -0.8238 -0.6232
C 0.73851 0.00102 -0.55937 1.3309 0.7517 -1.3578
C -1.42104 -0.09170 0.98739 0.8245 1.9860 1.9450
N 0.65144 0.71303 1.83229 0.1591 0.8878 0.4250
N -0.55649 0.21682 2.00460 -0.8244 -1.3371 -1.0428
O -1.18426 2.09288 -0.17667 0.2126 -1.1001 1.1126
O -0.03952 -1.03324 3.98633 -0.0932 0.4569 -0.2689
O -2.71021 0.69487 -0.90692 0.7193 -0.5774 1.9070
O -1.92368 0.21170 3.86587 -0.8196 0.6134 0.7813
S -2.58673 -1.28165 1.11153 -1.2223 -1.4212 0.2632
H 2.23403 1.02035 0.65554 -0.4020 -0.3022 -0.2144
H -0.32173 -0.16351 -0.73550 1.1758 -0.2414 -0.3765
H 1.34785 -0.17510 -1.57733 -0.7829 0.4202 2.7834
H -3.08822 -0.05514 -0.35354 -0.5731 -0.4262 -0.9010
```
Forces are in eV/Å.

The charge is -2. The calculation puts the energy above the lowest of the compared OMol25 structures with the same formula, charge and spin at 128.7 kJ/mol. As for the multiplicity: 1. The value obtained for the molar mass is 188.16 g mol⁻¹. Its total energy is -27252.8738 eV. The HOMO energy comes out at 0.70 eV. The orbital gap comes out at 5.10 eV. The LUMO energy comes out at 5.80 eV.

---

Entry 10:
Molecular formula: C5H4N2S
Method: DFT, ωB97M-V/def2-TZVPD

Structure (XYZ):
```
12
Properties=species:S:1:pos:R:3:forces:R:3
N 2.40865 1.39709 -2.00561 0.4909 0.4374 0.0600
C 1.49509 0.71297 -2.11651 -0.0973 -0.4081 -0.2718
S 0.17994 -0.32198 -2.30897 -0.1968 1.0256 2.0100
C -0.58246 -0.04014 -0.51734 0.5306 -1.2284 1.0925
C -0.22674 -1.18282 0.42679 -0.1925 0.8389 1.9367
C -0.06217 -0.70359 1.71985 -0.6570 -2.1809 -4.5844
N -0.34410 0.64110 1.81090 0.3733 0.7206 -1.0913
C -0.52175 1.05915 0.60264 -0.1646 2.5190 0.2788
H -1.59243 -0.07651 -0.90091 -0.6693 -0.0086 0.5625
H -0.25928 -2.23999 0.26271 0.2781 -0.2536 -0.6864
H 0.24061 -1.41056 2.42889 0.2111 -0.1376 1.7411
H -0.73536 2.16527 0.59757 0.0937 -1.3241 -1.0476
```
Forces are in eV/Å.

The charge is 0. The calculation puts the energy above the lowest of the compared OMol25 structures with the same formula, charge and spin at 245.2 kJ/mol. As for the multiplicity: 1. Its SMILES is N#CS[C@H]1C=CN=C1. The value obtained for the molar mass is 124.17 g mol⁻¹. Its total energy is -19062.1883 eV. The HOMO energy comes out at -9.48 eV. The orbital gap comes out at 8.62 eV. The LUMO energy comes out at -0.86 eV.

---

> Look up the multiplicity of the third one.

1

---

Copy entry 8 word for word.
Molecular formula: C5H4N2O4P
Method: DFT, ωB97M-V/def2-TZVPD

Structure (XYZ):
```
16
Properties=species:S:1:pos:R:3:forces:R:3
C -0.39299 0.47020 0.32946 1.0181 0.4297 0.6616
C 0.06127 0.03206 1.60265 -0.9436 -1.0613 -3.4987
C -1.53288 1.18998 0.12639 -0.4226 -0.9335 3.1280
C -0.97525 -0.01184 2.51756 2.1929 0.9217 -0.2843
C -2.38477 1.27932 1.23016 1.4117 -1.5950 1.9003
N -2.11295 0.64789 2.36308 -1.4392 1.2021 -1.3550
N 2.29542 -0.69360 -1.81544 1.8948 -0.0387 1.2545
O 2.98946 -1.61858 -1.34798 -0.6587 -0.3980 -0.4856
O 0.09362 0.31087 -2.95672 0.0133 0.7351 -0.4307
O 2.68429 0.48281 -1.71877 0.6582 1.2857 -0.3909
O -0.02174 -2.03292 -1.79885 0.8096 1.3410 -0.0895
P 0.60241 -0.67686 -2.00083 -2.2414 -3.9690 -1.4982
H 0.07752 0.25519 -0.67290 0.4850 0.6994 1.8608
H 0.97995 -0.59408 1.57134 -0.7479 0.6463 0.7515
H -1.73634 1.44472 -0.82029 -1.1003 1.3009 -3.2148
H -0.62702 -0.48515 3.39114 -0.9298 -0.5666 1.6909
```
Forces are in eV/Å.

The charge is -1. The calculation puts the energy above the lowest of the compared OMol25 structures with the same formula, charge and spin at 480.8 kJ/mol. As for the multiplicity: 1. The value obtained for the molar mass is 187.07 g mol⁻¹. Its total energy is -25704.4139 eV. The HOMO energy (spin up / spin down) comes out at -6.16 / -3.41 eV. The orbital gap (spin up / spin down) comes out at 9.31 / 5.44 eV. The LUMO energy (spin up / spin down) comes out at 3.15 / 2.03 eV.

---

> What is the charge in the tenth record?

0